Entry 1:
Computed, not measured: a molecular structure, C24H27N4OPRhS8Sb, with ωB97M-V with the def2-TZVPD basis set.

The geometry in XYZ format:
```
67
C24H27N4OPRhS8Sb (ωB97M-V with the def2-TZVPD basis set)
Rh 0.18175 -0.14932 0.05662
S -3.55801 -0.91372 -5.70339
Sb -2.02771 0.72956 -5.35492
S -0.58289 0.22466 -2.18986
S 0.07715 -1.61430 -1.69121
S -3.06221 2.60750 -4.59866
S 1.99676 -0.15803 3.45796
S 1.68253 1.72946 4.36529
S -0.17585 1.79775 5.16675
S 0.33391 -0.61315 2.34912
O -1.83571 -0.51342 0.44741
P -2.94010 0.19489 1.19116
C -4.36222 0.37069 0.10164
C -4.13552 0.32950 -1.27124
C -5.18914 0.51960 -2.15801
C -6.46608 0.73826 -1.66556
C -6.69873 0.77206 -0.29281
C -5.64975 0.59074 0.59314
C -2.50336 1.85670 1.73816
C -1.45301 2.52711 1.12009
C -1.09585 3.79863 1.53992
C -1.79819 4.41321 2.56309
C -2.87537 3.76815 3.15180
C -3.22855 2.49509 2.74035
C -3.47322 -0.72715 2.64229
C -4.35924 -1.79372 2.49418
C -4.65034 -2.60672 3.57861
C -4.04502 -2.36542 4.80650
C -3.14529 -1.31866 4.94951
C -2.85231 -0.49881 3.86905
H -3.13663 0.14358 -1.65040
H -4.99007 0.49899 -3.22316
H -7.28959 0.88413 -2.35464
H -7.70026 0.94038 0.08597
H -5.83135 0.61757 1.66229
H -0.91399 2.06216 0.30195
H -0.25640 4.30108 1.07567
H -1.49463 5.39116 2.91613
H -3.41679 4.24147 3.96078
H -4.04697 1.98096 3.23139
H -4.81690 -1.98803 1.53085
H -5.34074 -3.43361 3.46286
H -4.26670 -3.00812 5.65081
H -2.64185 -1.13840 5.89147
H -2.11410 0.29061 3.98865
C 2.48466 1.59907 0.43670
N 3.88818 1.97317 0.30490
C 4.18859 2.17534 -1.11046
N 3.93479 0.97236 -1.90216
C 2.53203 0.60210 -1.75265
N 2.17974 0.33994 -0.31811
C 3.09232 -0.74434 0.16585
N 4.49532 -0.36865 0.03374
C 4.71238 0.86460 0.80083
C 4.77328 -0.10322 -1.37553
H 1.85837 2.38763 0.01389
H 2.23612 1.44757 1.48477
H 5.24159 2.45054 -1.21318
H 3.57080 2.98993 -1.49482
H 2.30890 -0.29843 -2.32130
H 1.90020 1.40948 -2.11267
H 2.87892 -1.63080 -0.43142
H 2.86082 -0.93981 1.20558
H 5.76535 1.14776 0.72310
H 4.45969 0.67963 1.84481
H 4.58681 -1.01239 -1.95129
H 5.82375 0.17900 -1.48665
```

Relative energy (zero: lowest compared OMol25 entry of this formula, charge and spin), kJ/mol: 103.1
Total charge: -2


Entry 2:
Computed, not measured: a molecular structure, C48H36AlN4OPS2Sb, with ωB97M-V with the def2-TZVPD basis set.

The geometry in XYZ format:
```
94
C48H36AlN4OPS2Sb (ωB97M-V with the def2-TZVPD basis set)
Al -0.06391 0.79074 -0.62894
S 2.97134 7.38218 0.06250
N 1.65551 6.78297 0.75858
C 1.49875 5.57026 0.26538
C 0.42152 4.65881 0.59980
C -0.63554 4.95390 1.46675
C -1.61034 4.00447 1.69396
C -1.52064 2.77250 1.06175
N -0.51618 2.48526 0.23201
C 0.44259 3.41202 -0.00241
C 1.47494 3.03789 -0.95984
N 1.36043 1.80172 -1.50539
C 2.21033 1.42396 -2.46252
C 3.23690 2.25399 -2.89084
C 3.38609 3.49751 -2.31375
C 2.48236 3.91137 -1.32747
C 2.50132 5.20779 -0.67604
N 3.39782 6.15264 -0.87834
H -0.67520 5.92780 1.94084
H -2.44697 4.20766 2.34784
H -2.26314 1.99892 1.21797
H 2.05973 0.43968 -2.88652
H 3.90051 1.91831 -3.67543
H 4.17919 4.17147 -2.61546
S -1.24551 -0.04914 -2.24031
Sb -3.17239 -1.30694 -1.54121
C -3.71244 -0.25754 0.20712
C -4.83413 0.56420 0.25876
C -5.10622 1.25674 1.43394
C -4.26887 1.12165 2.53443
C -3.14783 0.29818 2.46987
C -2.86509 -0.39793 1.30244
C -4.29633 -1.18697 -3.30290
C -3.73217 -1.83398 -4.39959
C -4.36444 -1.71865 -5.62842
C -5.52974 -0.96871 -5.74506
C -6.08405 -0.34143 -4.63634
C -5.46838 -0.44363 -3.39730
C -2.59133 -3.28691 -1.19751
C -1.59370 -3.60012 -0.27676
C -1.32361 -4.93365 -0.01728
C -2.04464 -5.93120 -0.66723
C -3.02924 -5.60520 -1.59029
C -3.31596 -4.27337 -1.86088
H -5.50145 0.66628 -0.58682
H -5.98370 1.88934 1.49111
H -4.49848 1.64721 3.45355
H -2.50734 0.18158 3.33673
H -2.00794 -1.05677 1.25799
H -2.82492 -2.42075 -4.30905
H -3.94811 -2.21887 -6.49318
H -6.01119 -0.87492 -6.71032
H -7.00029 0.22672 -4.73263
H -5.91508 0.03280 -2.53505
H -1.01468 -2.82788 0.21716
H -0.55129 -5.19736 0.69459
H -1.83674 -6.97106 -0.44945
H -3.58003 -6.38535 -2.09973
H -4.09288 -4.02228 -2.57310
O 0.62866 -0.10289 0.70176
P 2.02640 -0.53685 1.26938
C 1.76923 -1.32669 2.83539
C 0.59675 -2.04067 3.08891
C 0.44661 -2.70326 4.29592
C 1.46729 -2.66587 5.23890
C 2.63814 -1.96279 4.98539
C 2.79540 -1.28778 3.78406
C 3.01135 0.92728 1.54342
C 2.51159 1.85379 2.47003
C 3.24672 2.98713 2.77330
C 4.48521 3.19357 2.16898
C 4.98050 2.28115 1.24735
C 4.24574 1.14506 0.92821
C 2.81148 -1.63741 0.10321
C 2.13561 -2.07317 -1.03764
C 2.75857 -2.94686 -1.91873
C 4.04963 -3.39011 -1.66073
C 4.71661 -2.97971 -0.51242
C 4.09990 -2.11262 0.37494
H -0.18575 -2.07387 2.34232
H -0.46272 -3.25497 4.50287
H 1.34984 -3.19149 6.17879
H 3.42669 -1.93430 5.72672
H 3.70346 -0.72652 3.59402
H 1.56062 1.67057 2.96205
H 2.87168 3.69610 3.50226
H 5.07358 4.06645 2.42980
H 5.94946 2.44180 0.78807
H 4.63355 0.43794 0.20564
H 1.11910 -1.76139 -1.23556
H 2.22995 -3.29179 -2.79963
H 4.53302 -4.07296 -2.34914
H 5.71508 -3.34543 -0.30418
H 4.61385 -1.81936 1.28466
```

E_tot, Eh: -3764.81446
Total charge: +3